1.
# C29H27Br2O2PY

A molecular structure, C29H27Br2O2PY at a distorted geometry (ωB97M-V/def2-TZVPD, OMol25).

Structure (XYZ):
```
62
Properties=species:S:1:pos:R:3:lowdin_charge:R:1
Y 0.6580 -1.7210 -0.6260 1.28
C -2.1555 1.1183 -3.8483 -0.05
C -2.2111 2.2168 -2.8213 -0.27
C -2.7509 3.4568 -3.1422 -0.03
C -2.8306 4.4727 -2.2011 -0.06
C -2.3754 4.2630 -0.9086 -0.06
C -1.8380 3.0328 -0.5646 -0.09
C -1.7499 2.0171 -1.5123 -0.33
P -1.0990 0.3790 -1.0901 1.05
C -0.3509 0.5629 0.5922 -0.40
C -0.9107 -0.0642 1.7134 -0.08
C -0.3347 0.0669 2.9677 -0.05
C 0.8111 0.8306 3.1125 -0.05
C 1.3855 1.4441 2.0070 -0.03
C 0.8352 1.3195 0.7374 -0.30
C 1.4979 1.9935 -0.4325 -0.04
C -2.5539 -0.6723 -0.7810 -0.36
C -3.7383 -0.0878 -0.3206 -0.08
C -4.8308 -0.8676 0.0018 -0.07
C -4.7359 -2.2496 -0.1249 -0.06
C -3.5719 -2.8321 -0.5898 -0.04
C -2.4518 -2.0706 -0.9515 -0.33
C -1.2137 -2.7433 -1.4854 -0.31
H -2.5234 1.4676 -4.8108 0.08
H -2.7670 0.2647 -3.5446 0.08
H -1.1333 0.7576 -3.9882 0.06
H -3.1152 3.6270 -4.1477 0.12
H -3.2529 5.4294 -2.4783 0.11
H -2.4422 5.0495 -0.1691 0.11
H -1.4907 2.8640 0.4475 0.11
H -1.8221 -0.6398 1.5994 0.11
H -0.7823 -0.4219 3.8223 0.12
H 1.2721 0.9422 4.0854 0.12
H 2.2903 2.0265 2.1308 0.12
H 2.4694 2.3895 -0.1437 0.09
H 0.8901 2.8165 -0.8122 0.08
H 1.6587 1.3003 -1.2635 0.04
H -3.7996 0.9886 -0.2120 0.11
H -5.7448 -0.4070 0.3515 0.11
H -5.5831 -2.8750 0.1260 0.11
H -3.5212 -3.9084 -0.6988 0.11
H -1.1909 -2.5998 -2.5774 0.05
H -1.3139 -3.8254 -1.3450 0.04
Br 2.3844 -3.8255 -2.2675 0.71
C 2.9696 -2.4853 -3.5314 -0.95
Br 1.7837 -0.9592 -3.5032 0.68
H 2.9394 -2.9213 -4.5209 0.01
H 3.9582 -2.1552 -3.2422 0.02
O 1.4957 -2.3786 1.2130 -0.14
C 2.5302 -1.6165 1.0869 -0.56
O 2.7441 -1.0672 -0.0373 -0.13
C 3.4047 -1.3721 2.2446 -0.16
C 4.4943 -0.5152 2.1147 -0.01
C 5.2880 -0.2475 3.2167 -0.06
C 4.9937 -0.8369 4.4406 -0.06
C 3.9105 -1.6979 4.5673 -0.06
C 3.1124 -1.9677 3.4687 -0.01
H 4.7031 -0.0674 1.1523 0.12
H 6.1369 0.4164 3.1257 0.11
H 5.6158 -0.6265 5.3008 0.11
H 3.6920 -2.1578 5.5216 0.11
H 2.2611 -2.6301 3.5460 0.12
```

Properties
Net charge: +1
M in u: 687.22
HOMO level in hartree: -0.3877
Gap between HOMO and LUMO in eV: 7.65
Multiplicity: 1

=====

2.
# C29H27CsN5O4S2

A molecular structure, C29H27CsN5O4S2 at a distorted geometry (ωB97M-V/def2-TZVPD, OMol25).

Structure (XYZ):
```
68
Properties=species:S:1:pos:R:3:lowdin_charge:R:1
Cs -0.0565 0.0824 0.2741 1.32
C 0.2438 0.2834 -5.1659 -0.10
O 0.4149 1.5592 -4.5701 -0.11
C -0.6465 2.0004 -3.7893 -0.23
C -1.1699 3.2325 -4.0993 -0.05
C -2.2032 3.7896 -3.3447 -0.13
C -2.6924 3.0756 -2.2681 -0.08
C -2.1787 1.8220 -1.9363 -0.17
C -2.7249 1.0740 -0.7895 -0.25
N -2.9261 1.4620 0.4154 -0.02
N -2.7354 2.8102 0.7298 0.03
C -1.6375 3.1050 1.3543 -0.56
O -0.6793 2.3029 1.6417 -0.37
C -1.4721 4.5463 1.7454 -0.14
C -0.4200 4.9018 2.5848 -0.04
C -0.2373 6.2207 2.9746 -0.11
C -1.1020 7.2075 2.5196 -0.12
C -2.1477 6.8607 1.6725 -0.10
C -2.3323 5.5414 1.2893 -0.04
C -1.1117 1.2164 -2.6803 -0.40
O -0.5708 0.0925 -2.3771 -0.35
H 0.8953 0.2565 -6.0430 0.08
H -0.7915 0.1455 -5.4926 0.09
H 0.5059 -0.5143 -4.4734 0.04
H -0.7453 3.7593 -4.9474 0.11
H -2.6058 4.7646 -3.5889 0.08
H -3.4748 3.4940 -1.6478 0.10
H -2.9109 0.0084 -0.9516 0.10
H 0.2487 4.1123 2.9038 0.10
H 0.5861 6.4845 3.6288 0.09
H -0.9576 8.2399 2.8157 0.09
H -2.8190 7.6286 1.3054 0.09
H -3.1424 5.2626 0.6284 0.10
N 2.1244 -4.9269 -0.8738 0.10
C 2.1049 -5.2213 -2.2548 -0.24
C 2.7563 -6.3557 -2.7085 -0.04
C 2.7401 -6.6941 -4.0589 -0.11
C 2.0814 -5.8920 -4.9680 -0.10
C 1.4372 -4.7396 -4.5194 -0.10
C 1.4354 -4.4092 -3.1793 -0.42
S 0.6063 -2.9175 -2.6217 1.03
N 1.1108 -2.8202 -1.0599 -0.28
C 1.7466 -3.6654 -0.3808 -0.36
C 2.0446 -3.4026 1.0532 -0.22
C 1.9720 -4.4358 1.9863 -0.02
C 2.2043 -4.1401 3.3189 -0.06
C 2.4972 -2.8346 3.6748 -0.06
C 2.5413 -1.8761 2.6729 -0.14
N 2.3347 -2.1465 1.3922 0.11
H 2.8583 -5.3829 -0.3554 0.13
H 3.2773 -6.9912 -2.0004 0.11
H 3.2512 -7.5896 -4.3883 0.10
H 2.0666 -6.1445 -6.0198 0.10
H 0.9297 -4.0832 -5.2164 0.11
H 1.6981 -5.4350 1.6751 0.11
H 2.1411 -4.9166 4.0707 0.11
H 2.6783 -2.5673 4.7070 0.10
H 2.7534 -0.8389 2.9081 0.11
C -0.1200 -0.1642 5.5896 -0.26
S -0.2823 0.5129 3.9071 0.80
C -1.9646 1.1106 4.1351 -0.23
O -0.3784 -0.6729 2.9911 -0.71
H -0.9408 -0.8535 5.7846 0.05
H -0.1251 0.6686 6.2918 0.05
H 0.8315 -0.6911 5.6361 0.03
H -1.9389 1.9229 4.8626 0.06
H -2.5958 0.2886 4.4701 0.06
H -2.2805 1.4760 3.1597 0.03
```

Properties
Net charge: -1
M in u: 706.61
HOMO level in hartree: -0.1262
Energy above the lowest of the compared OMol25 structures with the same formula, charge and spin in kcal per mole: 8.16
Gap between HOMO and LUMO in eV: 5.28
Multiplicity: 1

=====

3.
# C29H27F4GaN4Te

A molecular structure, C29H27F4GaN4Te at a distorted geometry (ωB97M-V/def2-TZVPD, OMol25).

Structure (XYZ):
```
66
Properties=species:S:1:pos:R:3:lowdin_charge:R:1
Ga -13.3964 6.1500 12.7838 0.50
C -10.5688 7.1435 13.3529 -0.06
N -11.8799 7.6879 12.9454 -0.32
C -11.6993 8.3977 11.6344 -0.03
C -12.5779 8.5381 13.9257 -0.18
C -14.0633 8.6840 13.7306 -0.23
N -14.6712 7.4253 13.4449 -0.06
C -16.0569 7.3068 13.5022 -0.12
C -16.6810 6.0744 13.0973 -0.14
F -15.8900 5.0785 12.5219 0.00
C -18.0414 5.9640 13.1302 -0.19
F -18.6220 4.7997 12.6908 0.08
C -18.8659 6.9673 13.6716 0.10
C -18.2940 8.1588 14.1155 -0.17
F -19.1071 9.1792 14.6017 0.09
C -16.9495 8.3059 14.0836 -0.07
F -16.4167 9.4745 14.6771 0.03
H -9.7868 7.9103 13.4741 0.12
H -10.6655 6.5957 14.3062 0.08
H -10.2661 6.3976 12.5832 0.11
H -11.0736 9.2767 11.6845 0.11
H -11.1809 7.6910 10.9530 0.10
H -12.6700 8.6511 11.1553 0.11
H -12.4235 8.0379 14.8998 0.14
H -12.0925 9.5263 13.9704 0.16
H -14.4234 9.1064 14.7173 0.15
H -14.2633 9.4446 12.9817 0.13
H -19.9224 6.6991 13.7273 0.15
Te -13.0249 4.2612 14.7736 1.45
C -12.6834 2.0600 14.7162 -0.43
C -11.9752 1.4773 15.7152 -0.14
C -11.8168 0.0822 15.7353 -0.07
C -12.5379 -0.6823 14.8949 -0.06
C -13.3873 -0.1153 13.9125 -0.04
C -13.3641 1.2576 13.7694 -0.13
C -14.8301 4.1789 16.0623 -0.43
C -14.5357 4.2871 17.4259 -0.14
C -15.5291 4.0147 18.3464 -0.06
C -16.8126 3.7147 17.9186 -0.05
C -17.0785 3.6156 16.5709 -0.05
C -16.0787 3.7969 15.6085 -0.11
H -11.4003 2.0245 16.4778 0.12
H -11.2046 -0.3599 16.5659 0.14
H -12.5300 -1.7679 14.9716 0.12
H -14.0247 -0.7042 13.2935 0.11
H -13.9177 1.7572 12.9600 0.10
H -13.4946 4.5814 17.7566 0.12
H -15.3335 3.9797 19.4089 0.12
H -17.6141 3.5791 18.6467 0.13
H -18.0450 3.4313 16.2284 0.10
H -16.3219 3.6792 14.5306 0.11
N -13.1211 4.4089 8.9310 0.15
C -12.8068 4.5109 10.2620 -0.09
N -13.5064 5.4998 10.8383 0.03
C -14.4984 5.9456 9.8213 -0.15
C -15.4160 6.9479 9.7911 -0.03
C -16.2184 7.0624 8.6812 -0.03
C -16.0644 6.2021 7.5915 -0.03
C -14.9911 5.3209 7.4964 0.02
C -14.2100 5.2408 8.6217 -0.17
H -12.7440 3.6694 8.3133 0.19
H -11.9005 4.0495 10.6903 0.16
H -15.5788 7.5191 10.6790 0.10
H -16.9454 7.8826 8.6542 0.13
H -16.7053 6.3187 6.7627 0.11
H -14.8051 4.6705 6.6441 0.13
```

Properties
Net charge: +2
M in u: 704.88
HOMO level in hartree: -0.4925
Gap between HOMO and LUMO in eV: 6.81
Multiplicity: 1

=====

4.
# C29H27N3O5PdS2Te

A molecular structure, C29H27N3O5PdS2Te (ωB97M-V/def2-TZVPD, OMol25).

Structure (XYZ):
```
68
Properties=species:S:1:pos:R:3:lowdin_charge:R:1
Pd -1.3982 0.1080 0.5180 0.79
N -4.5450 0.5968 -0.2046 0.13
C -4.2282 0.8894 1.1093 -0.31
C -5.2110 0.6421 2.0782 0.00
C -4.9706 1.0137 3.3765 -0.05
C -3.7672 1.6389 3.6994 -0.05
C -2.8482 1.8127 2.6953 -0.12
N -3.0564 1.4423 1.4191 0.05
C -3.7725 0.5428 -1.3514 -0.30
C -4.4204 0.1752 -2.5392 0.00
C -3.7070 0.1679 -3.7117 -0.05
C -2.3650 0.5403 -3.6983 -0.06
C -1.8007 0.8671 -2.4889 -0.13
N -2.4810 0.8622 -1.3294 0.05
H -5.4293 0.1256 -0.3022 0.14
H -6.1327 0.1501 1.7970 0.12
H -5.7130 0.8199 4.1395 0.11
H -3.5416 1.9576 4.7064 0.11
H -1.8881 2.2656 2.8945 0.09
H -5.4675 -0.0967 -2.5188 0.12
H -4.1908 -0.1224 -4.6352 0.11
H -1.7685 0.5573 -4.5987 0.11
H -0.7526 1.1228 -2.4071 0.08
C 1.5954 -2.4883 -1.4355 -0.21
S 0.8974 -1.2147 -2.4903 0.95
O 1.1210 0.0938 -1.7945 -0.67
C 2.1570 -1.2819 -3.7729 -0.38
C 3.1308 -0.3002 -3.8183 -0.07
C 4.0900 -0.3441 -4.8217 -0.08
C 4.0640 -1.3581 -5.7679 -0.09
C 3.0739 -2.3319 -5.7197 -0.08
C 2.1108 -2.2925 -4.7239 -0.09
H 2.5754 -2.1568 -1.0910 0.06
H 1.6735 -3.4083 -2.0136 0.07
H 0.8978 -2.6106 -0.6091 0.01
H 3.1187 0.4831 -3.0710 0.10
H 4.8570 0.4183 -4.8648 0.10
H 4.8110 -1.3876 -6.5503 0.10
H 3.0478 -3.1177 -6.4632 0.10
H 1.3258 -3.0396 -4.6902 0.11
O -1.7470 -3.7140 1.3241 -0.28
S -1.6618 -2.3239 1.0078 0.29
O -1.2471 -1.4381 2.1723 -0.43
O -0.6320 -1.9840 -0.0526 -0.47
O -2.9278 -1.6937 0.5073 -0.38
Te 0.8224 1.5770 0.6269 1.52
C 2.3159 0.1275 0.9518 -0.49
C 3.6088 0.3940 0.5187 -0.14
C 4.6092 -0.5461 0.7225 -0.09
C 4.3161 -1.7431 1.3625 -0.09
C 3.0236 -2.0000 1.7974 -0.07
C 2.0139 -1.0689 1.5894 -0.13
C 0.7699 2.1432 2.6656 -0.52
C 1.0358 3.4600 3.0229 -0.15
C 0.9977 3.8381 4.3598 -0.09
C 0.7101 2.8978 5.3377 -0.09
C 0.4544 1.5796 4.9811 -0.07
C 0.4764 1.1993 3.6473 -0.14
H 3.8386 1.3257 0.0163 0.09
H 5.6168 -0.3419 0.3833 0.10
H 5.0969 -2.4760 1.5219 0.10
H 2.7884 -2.9343 2.2910 0.11
H 1.0016 -1.2908 1.9029 0.07
H 1.2722 4.1952 2.2632 0.09
H 1.2004 4.8652 4.6346 0.10
H 0.6858 3.1906 6.3795 0.10
H 0.2279 0.8434 5.7418 0.11
H 0.2410 0.1759 3.3732 0.08
```

Properties
M in u: 795.71
HOMO level (spin up / spin down) in hartree: -0.2903 / -0.3115
Energy above the lowest of the compared OMol25 structures with the same formula, charge and spin in kcal per mole: 14.99
Gap between HOMO and LUMO (spin up / spin down) in eV: 8.27 / 7.71
Multiplicity: 3